No. 1
Entry from the Open Molecules 2025 dataset: C34H38As2Br4CaIN7O12 as an isolated structure in a non-equilibrium geometry (ωB97M-V/def2-TZVPD).

Properties
total energy: -18347.67530 hartree
strongest force on any atom: 0.0230 Eh/bohr
gap between HOMO and LUMO: 0.181 Eh
total charge: 0
HOMO: -6.3538 eV
E_LUMO: -1.42 eV

Each line ends with the Löwdin charge.
Geometry (Å):
Ca (0.074, 2.158, 0.432)  1.384
N (-2.009, 0.578, 2.736)  0.200
C (-1.110, 1.240, 3.473)  -0.432
N (-1.078, 1.045, 4.794)  0.179
C (-0.187, 1.787, 5.444)  -0.442
N (-0.082, 1.609, 6.773)  0.164
N (0.641, 2.701, 4.892)  0.177
C (0.558, 2.771, 3.576)  -0.290
N (-0.256, 2.056, 2.808)  0.091
C (1.449, 3.775, 2.909)  -0.202
C (1.853, 4.895, 3.622)  0.008
C (2.617, 5.852, 2.976)  -0.040
C (2.967, 5.647, 1.653)  -0.039
C (2.534, 4.487, 1.031)  -0.116
N (1.790, 3.567, 1.634)  0.044
H (-2.735, 0.096, 3.238)  0.115
H (-2.195, 0.911, 1.775)  0.053
H (-0.771, 1.045, 7.237)  0.105
H (0.488, 2.246, 7.298)  0.104
H (1.551, 5.004, 4.652)  0.111
H (2.928, 6.747, 3.496)  0.112
H (3.554, 6.369, 1.104)  0.109
H (2.786, 4.293, -0.007)  0.117
Br (-4.968, 7.105, 0.613)  0.685
C (-4.071, 5.446, 0.511)  -0.770
C (-4.781, 4.260, 0.511)  -0.772
Br (-6.666, 4.255, 0.632)  0.684
C (-4.081, 3.048, 0.423)  -0.630
Br (-4.984, 1.380, 0.429)  0.749
C (-2.698, 2.987, 0.321)  -0.423
O (-2.043, 1.843, 0.221)  -0.370
C (-1.954, 4.220, 0.355)  -0.459
O (-0.648, 4.187, 0.314)  -0.322
C (-2.672, 5.412, 0.440)  -0.665
Br (-1.635, 6.995, 0.465)  0.700
C (3.538, -0.910, 0.429)  -0.145
C (3.413, -0.832, 1.961)  -0.124
C (2.425, 0.319, 2.193)  -0.186
O (1.824, 0.585, 0.921)  -0.311
C (2.867, 0.367, -0.043)  -0.200
H (2.973, -1.763, 0.046)  0.085
H (4.565, -0.995, 0.077)  0.119
H (4.365, -0.622, 2.448)  0.111
H (3.032, -1.770, 2.362)  0.098
H (2.937, 1.225, 2.535)  0.118
H (1.626, 0.082, 2.892)  0.102
H (3.552, 1.225, -0.014)  0.130
H (2.408, 0.293, -1.028)  0.090
C (0.131, -2.607, 2.979)  -0.015
O (0.293, -2.660, 1.551)  -0.072
C (-0.582, -3.414, 0.861)  -0.555
O (-1.500, -4.020, 1.344)  0.130
C (-0.320, -3.305, -0.613)  -0.227
C (-0.283, -4.414, -1.349)  -0.243
As (-0.274, -4.639, -3.358)  1.330
C (-2.204, -4.337, -3.562)  -0.275
C (0.457, -2.808, -3.258)  -0.365
C (-0.369, -1.777, -3.002)  -0.282
As (-0.278, -1.335, -1.074)  1.402
C (-2.183, -1.150, -0.629)  -0.259
C (-1.439, -1.236, -3.884)  -0.520
O (-2.280, -0.472, -3.469)  0.069
O (-1.347, -1.343, -5.224)  -0.014
C (-0.450, -2.150, -5.976)  -0.056
C (1.835, -2.782, -2.675)  -0.581
O (2.461, -1.770, -2.471)  0.085
O (2.367, -4.005, -2.583)  -0.104
C (3.713, -4.054, -2.094)  -0.014
C (-0.215, -5.741, -0.673)  -0.533
O (0.416, -5.993, 0.319)  0.133
O (-0.920, -6.652, -1.366)  -0.098
C (-0.901, -7.985, -0.834)  -0.026
H (0.070, -1.556, 3.260)  0.070
H (1.004, -3.072, 3.434)  0.096
H (-0.773, -3.128, 3.279)  0.092
H (-2.680, -5.102, -2.948)  0.029
H (-2.496, -4.495, -4.599)  0.025
H (-2.547, -3.365, -3.220)  0.022
H (-2.789, -1.880, -1.155)  0.041
H (-2.508, -0.134, -0.831)  -0.010
H (-2.240, -1.330, 0.448)  0.030
H (-0.606, -1.846, -7.009)  0.099
H (-0.686, -3.208, -5.887)  0.066
H (0.589, -1.974, -5.695)  0.095
H (3.773, -3.588, -1.111)  0.086
H (4.380, -3.538, -2.782)  0.101
H (3.964, -5.108, -2.032)  0.098
H (-1.293, -8.623, -1.621)  0.093
H (-1.533, -8.038, 0.051)  0.101
H (0.115, -8.273, -0.570)  0.094
N (-0.958, 2.233, -3.733)  0.200
C (-0.186, 2.729, -2.760)  -0.602
O (0.274, 2.001, -1.876)  -0.114
C (0.156, 4.198, -2.751)  -0.542
I (-1.434, 5.493, -3.308)  0.892
H (-1.348, 1.305, -3.598)  0.084
H (-1.462, 2.868, -4.331)  0.054
H (0.973, 4.384, -3.446)  0.057
H (0.419, 4.475, -1.734)  0.024

Forces on atoms 1 to 6 (eV/Å):
1.0 -0.5 -0.3
0.0 0.0 0.0
0.0 0.0 -0.1
0.0 0.0 -0.1
0.1 0.1 -0.1
0.0 0.0 0.0

No. 2
Entry from the Open Molecules 2025 dataset: C34H38As2Br4CaIN7O12 as an isolated structure (ωB97M-V/def2-TZVPD).

Properties
total energy: -18347.69016 hartree
strongest force on any atom: 0.0094 Eh/bohr
gap between HOMO and LUMO: 0.238 Eh
total charge: 0
HOMO: -6.7412 eV
E_LUMO: -0.27 eV

Each line ends with the Löwdin charge.
Geometry (Å):
Ca (0.168, -1.741, -1.642)  1.378
N (0.239, -3.274, 1.721)  0.191
C (1.507, -2.940, 1.402)  -0.467
N (2.420, -3.051, 2.363)  0.179
C (3.655, -2.714, 1.993)  -0.443
N (4.622, -2.771, 2.922)  0.178
N (4.025, -2.337, 0.755)  0.191
C (3.040, -2.283, -0.119)  -0.284
N (1.755, -2.548, 0.139)  0.098
C (3.399, -1.899, -1.516)  -0.214
C (4.579, -1.222, -1.772)  -0.003
C (4.876, -0.881, -3.084)  -0.028
C (4.000, -1.252, -4.087)  -0.030
C (2.834, -1.916, -3.733)  -0.126
N (2.526, -2.233, -2.475)  0.057
H (0.034, -3.337, 2.702)  0.090
H (-0.512, -2.943, 1.138)  0.085
H (4.368, -2.937, 3.879)  0.107
H (5.531, -2.412, 2.694)  0.109
H (5.228, -0.957, -0.951)  0.113
H (5.770, -0.318, -3.314)  0.119
H (4.180, -0.996, -5.122)  0.119
H (2.097, -2.172, -4.486)  0.101
Br (2.967, 2.038, -6.785)  0.691
C (2.345, 1.537, -5.072)  -0.786
C (2.934, 2.042, -3.928)  -0.776
Br (4.381, 3.253, -4.043)  0.694
C (2.457, 1.640, -2.669)  -0.631
Br (3.241, 2.282, -1.070)  0.855
C (1.400, 0.744, -2.518)  -0.461
O (0.955, 0.330, -1.357)  -0.328
C (0.815, 0.187, -3.716)  -0.476
O (-0.080, -0.756, -3.596)  -0.303
C (1.288, 0.625, -4.951)  -0.658
Br (0.522, -0.217, -6.466)  0.735
C (-4.287, -0.457, -1.932)  -0.138
C (-4.401, -1.956, -1.651)  -0.149
C (-3.172, -2.201, -0.796)  -0.187
O (-2.160, -1.355, -1.370)  -0.304
C (-2.781, -0.233, -2.047)  -0.157
H (-4.692, 0.113, -1.097)  0.099
H (-4.805, -0.159, -2.843)  0.118
H (-4.341, -2.537, -2.573)  0.065
H (-5.322, -2.221, -1.135)  0.120
H (-2.803, -3.227, -0.839)  0.112
H (-3.342, -1.898, 0.240)  0.114
H (-2.411, -0.230, -3.071)  0.113
H (-2.445, 0.686, -1.563)  0.111
C (-0.037, -2.064, 5.291)  -0.044
O (-0.608, -1.179, 4.316)  -0.060
C (-0.097, 0.066, 4.349)  -0.577
O (0.866, 0.368, 4.996)  0.134
C (-0.767, 0.957, 3.344)  -0.203
C (-1.525, 1.969, 3.776)  -0.231
As (-2.463, 3.462, 2.795)  1.347
C (-1.288, 4.990, 3.131)  -0.286
C (-1.857, 2.594, 1.140)  -0.372
C (-0.572, 2.233, 1.016)  -0.300
As (-0.216, 0.371, 1.479)  1.375
C (1.704, 0.402, 1.835)  -0.266
C (0.528, 3.226, 1.254)  -0.556
O (1.129, 3.324, 2.292)  0.093
O (0.824, 4.030, 0.230)  -0.042
C (0.341, 3.718, -1.090)  -0.069
C (-2.972, 1.653, 0.778)  -0.596
O (-3.063, 0.496, 1.098)  0.063
O (-3.951, 2.183, 0.017)  -0.060
C (-3.832, 3.507, -0.514)  -0.051
C (-1.839, 2.043, 5.236)  -0.513
O (-1.848, 1.130, 6.019)  0.131
O (-2.079, 3.320, 5.594)  -0.108
C (-2.386, 3.518, 6.980)  -0.028
H (-0.623, -2.980, 5.240)  0.092
H (-0.115, -1.628, 6.284)  0.100
H (1.009, -2.261, 5.059)  0.084
H (-1.799, 5.598, 3.875)  0.016
H (-1.193, 5.561, 2.207)  0.032
H (-0.307, 4.698, 3.486)  0.024
H (2.024, 1.297, 2.360)  0.035
H (2.197, 0.314, 0.869)  -0.018
H (1.918, -0.472, 2.452)  0.016
H (1.030, 4.203, -1.775)  0.091
H (-0.663, 4.118, -1.226)  0.081
H (0.351, 2.642, -1.269)  0.057
H (-4.620, 3.593, -1.256)  0.098
H (-2.864, 3.660, -0.988)  0.076
H (-3.984, 4.251, 0.269)  0.078
H (-2.561, 4.583, 7.094)  0.093
H (-1.551, 3.197, 7.598)  0.099
H (-3.274, 2.950, 7.254)  0.097
N (0.603, -4.951, -3.852)  0.205
C (-0.404, -4.224, -3.354)  -0.679
O (-0.490, -3.979, -2.148)  -0.100
C (-1.412, -3.695, -4.338)  -0.549
I (-3.144, -4.938, -4.291)  0.864
H (1.329, -5.256, -3.225)  0.128
H (0.701, -5.116, -4.838)  0.118
H (-1.047, -3.687, -5.360)  0.051
H (-1.709, -2.691, -4.046)  0.041

Forces on atoms 1 to 6 (eV/Å):
-0.2 0.0 0.4
-0.1 0.1 0.0
0.1 -0.1 0.0
0.0 0.0 0.0
0.0 0.0 0.0
0.0 0.0 0.0